# 1
The following is a quantum chemistry calculation of a 2-piece molecular cluster, CCl3FOS overall, from the Open Molecules 2025 dataset.

The HOMO-LUMO gap (alpha / beta) is 7.91 / 7.98 eV. The energy above the lowest of the compared OMol25 structures with the same formula, charge and spin comes out at 135.7 kJ/mol. Its LUMO energy (alpha / beta) is -0.0588 / -0.0529 Ha.

Geometry (Å):
1 C -0.5122 -0.1103 -0.7697
2 O 1.8527 -0.5488 1.5987
3 F 0.1392 0.6976 -1.5474
4 S 1.0980 0.6622 1.2387
5 Cl -2.1113 0.5776 -0.3389
6 Cl -0.6468 -1.7309 -1.4165
7 Cl -0.3615 0.6346 2.6301

In the Mulliken picture, each atom carries the following charge in e:
1. C 0.34
2. O -0.39
3. F -0.15
4. S 0.51
5. Cl -0.10
6. Cl -0.11
7. Cl -0.10

# 2
The following is a quantum chemistry calculation of a 2-piece molecular cluster, C3H12NS2 overall, from the Open Molecules 2025 dataset.

The HOMO-LUMO gap is 7.82 eV. The energy above the lowest of the compared OMol25 structures with the same formula, charge and spin comes out at 39.1 kJ/mol. As for the charge: +1. Its LUMO energy is -0.1328 Ha.

Geometry (Å):
1 C 0.0828 0.0839 0.9874
2 C -1.1468 -0.6025 0.4400
3 C -1.9868 0.2748 -0.4650
4 N -0.6654 -1.7978 -0.3802
5 H 0.6146 -0.5687 1.6843
6 H 0.7726 0.3684 0.1937
7 H -0.2237 0.9722 1.5333
8 H -1.7441 -1.0250 1.2453
9 H -1.3951 0.6337 -1.3090
10 H -2.3180 1.1472 0.0932
11 H -2.8737 -0.2359 -0.8375
12 H -0.0535 -2.4129 0.1588
13 H -1.4440 -2.3488 -0.7457
14 H -0.1259 -1.4540 -1.1789
15 S 2.9138 2.7185 -0.0593
16 S 3.4735 0.7933 -0.6507
17 H 2.8446 2.3977 1.2393
18 H 3.2749 1.0559 -1.9491

In the Mulliken picture, each atom carries the following charge in e:
1. C -1.20
2. C 0.33
3. C -1.33
4. N -0.33
5. H 0.40
6. H 0.27
7. H 0.38
8. H 0.25
9. H 0.38
10. H 0.36
11. H 0.42
12. H 0.35
13. H 0.36
14. H 0.37
15. S -0.14
16. S -0.23
17. H 0.17
18. H 0.19

# 3
The following is a quantum chemistry calculation of C45H73BFeN4P2 as an isolated structure, from the Open Molecules 2025 dataset.

As for the spin multiplicity: 2. The HOMO-LUMO gap (alpha / beta) is 7.14 / 7.17 eV. Its expectation value of S² is 1.204. As for the charge: +1. Its LUMO energy (alpha / beta) is -0.1050 / -0.1028 Ha.

Geometry (Å):
1 Fe -0.0007 0.1068 0.0265
2 C 0.1227 -2.4960 3.4114
3 C 0.1374 -1.0360 3.9134
4 C 1.1547 -0.9523 5.0532
5 C -1.2998 -0.7822 4.4124
6 P 0.4971 0.2623 2.5759
7 C 2.3516 0.5092 2.4688
8 N 2.7286 0.6479 1.0737
9 B 1.8550 0.6669 -0.0625
10 N 2.6498 0.4295 -1.2335
11 C 2.1957 0.0752 -2.5746
12 P 0.3167 -0.0366 -2.5984
13 C -0.1757 -1.5014 -3.7070
14 C -0.1922 -2.8554 -2.9728
15 C 0.7310 -1.6676 -4.9438
16 C -1.6398 -1.2222 -4.1215
17 C -0.0859 1.5344 -3.5718
18 C 0.7276 2.6505 -2.9003
19 C -1.5777 1.9166 -3.4227
20 C 0.2971 1.5092 -5.0532
21 C 4.0035 0.3525 -0.8076
22 C 5.1635 0.1451 -1.5350
23 C 6.3729 0.0637 -0.8386
24 C 6.4111 0.1892 0.5490
25 C 5.2444 0.4029 1.2825
26 C 4.0455 0.4837 0.5927
27 C -0.0282 1.9078 3.3283
28 C -1.5697 2.1031 3.1704
29 C 0.6767 2.9660 2.4887
30 C 0.4027 2.1609 4.7763
31 H -0.4950 -3.0771 4.1066
32 H 1.1118 -2.9547 3.4183
33 H -0.3127 -2.6078 2.4219
34 H 0.9296 -1.7583 5.7616
35 H 1.1296 -0.0154 5.6022
36 H 2.1760 -1.1160 4.6940
37 H -1.5363 -1.5584 5.1476
38 H -2.0303 -0.8679 3.5977
39 H -1.4374 0.1753 4.8985
40 H 2.8722 -0.3469 2.8920
41 H 2.6398 1.3709 3.0623
42 H 2.6440 -0.8675 -2.8835
43 H 2.5206 0.8165 -3.2965
44 H 0.7612 -3.3764 -3.0471
45 H -0.9355 -3.4968 -3.4619
46 H -0.4722 -2.7821 -1.9271
47 H 1.7947 -1.5383 -4.7091
48 H 0.4812 -0.9953 -5.7611
49 H 0.6097 -2.6907 -5.3169
50 H -2.2639 -0.9080 -3.2736
51 H -2.0716 -2.1448 -4.5198
52 H -1.7158 -0.4674 -4.9035
53 H 0.5895 2.6501 -1.8201
54 H 0.3829 3.6117 -3.2925
55 H 1.7974 2.5976 -3.1141
56 H -1.9280 1.8444 -2.3904
57 H -2.2326 1.3116 -4.0445
58 H -1.7059 2.9576 -3.7447
59 H 1.3063 1.1211 -5.2295
60 H 0.2808 2.5463 -5.4083
61 H -0.4076 0.9502 -5.6694
62 H 5.1353 0.0446 -2.6184
63 H 7.2971 -0.0974 -1.3876
64 H 7.3631 0.1212 1.0682
65 H 5.2788 0.5047 2.3646
66 H -2.0338 1.4111 2.4659
67 H -1.7900 3.1054 2.8003
68 H -2.0859 1.9959 4.1250
69 H 0.4824 2.8107 1.4415
70 H 1.7597 2.9925 2.6453
71 H 0.2924 3.9480 2.7714
72 H -0.1379 1.5729 5.5148
73 H 0.1989 3.2159 4.9943
74 H 1.4781 2.0051 4.9218
75 C -4.4533 -2.9816 -0.7654
76 C -3.8112 -3.2705 0.6085
77 C -4.1593 -2.3135 1.7676
78 C -2.3255 -3.6369 0.5296
79 C -2.0572 -5.0071 0.6611
80 C -0.7834 -5.5238 0.6535
81 C 0.2633 -4.6454 0.5277
82 C 0.0567 -3.2758 0.3862
83 C 1.3589 -2.4544 0.2523
84 C 2.2792 -2.5874 1.4699
85 C 2.1870 -2.8195 -0.9840
86 C -1.2497 -2.7574 0.3648
87 N -1.3520 -1.3097 0.1858
88 C -2.3815 -0.5736 0.0245
89 C -2.3810 0.8407 -0.1144
90 C -3.5651 1.5729 -0.1758
91 C -3.1847 2.8697 -0.2918
92 C -1.7578 2.9223 -0.3289
93 N -1.2606 1.6957 -0.1913
94 C -1.0772 4.2921 -0.5866
95 C -1.6700 4.8584 -1.8933
96 C 0.4695 4.3255 -0.7174
97 C -1.5286 5.2749 0.5224
98 H -5.5134 -2.7280 -0.6436
99 H -4.3975 -3.8867 -1.3784
100 H -3.9836 -2.1888 -1.3522
101 H -4.2911 -4.1970 0.9050
102 H -3.6035 -1.3744 1.7872
103 H -3.9570 -2.8166 2.7175
104 H -5.2268 -2.0678 1.7450
105 H -2.8968 -5.6882 0.7761
106 H -0.6128 -6.5916 0.7536
107 H 1.2826 -5.0312 0.5468
108 H 1.1179 -1.3755 0.1791
109 H 2.3776 -3.6377 1.7477
110 H 1.9115 -2.0566 2.3374
111 H 3.2717 -2.2021 1.2308
112 H 2.3106 -3.9074 -1.0315
113 H 3.1772 -2.3682 -0.9168
114 H 1.7320 -2.5030 -1.9086
115 H -3.3722 -1.0059 -0.0029
116 H -4.5724 1.1649 -0.1325
117 H -3.8490 3.7225 -0.3873
118 H -1.3560 4.2830 -2.7651
119 H -1.3256 5.8906 -2.0207
120 H -2.7614 4.8651 -1.8684
121 H 0.9383 3.3469 -0.6562
122 H 0.9176 4.9475 0.0596
123 H 0.7570 4.7554 -1.6796
124 H -2.5971 5.5005 0.4395
125 H -0.9786 6.2170 0.4150
126 H -1.3517 4.8905 1.5225

Results of the Mulliken charge analysis, in e, for atoms 1 through 99:
1. Fe 0.42
2. C -1.86
3. C 2.39
4. C -1.80
5. C -1.88
6. P 0.97
7. C -2.66
8. N 0.68
9. B 0.68
10. N 0.79
11. C -2.86
12. P 0.70
13. C 2.45
14. C -1.84
15. C -1.76
16. C -2.14
17. C 2.40
18. C -1.74
19. C -2.64
20. C -1.94
21. C 0.61
22. C -0.97
23. C -0.84
24. C -0.82
25. C -0.92
26. C 0.38
27. C 2.37
28. C -1.42
29. C -2.69
30. C -2.22
31. H 0.72
32. H 0.38
33. H 0.15
34. H 0.47
35. H 0.40
36. H 0.24
37. H 0.65
38. H 0.17
39. H 0.27
40. H 0.90
41. H 0.96
42. H 0.96
43. H 0.94
44. H 0.46
45. H 0.75
46. H 0.11
47. H 0.16
48. H 0.43
49. H 0.53
50. H 0.26
51. H 0.67
52. H 0.32
53. H -1.39
54. H 0.96
55. H 0.25
56. H 0.98
57. H 0.45
58. H 0.74
59. H 0.30
60. H 0.48
61. H 0.33
62. H 0.49
63. H 0.41
64. H 0.41
65. H 0.47
66. H -0.13
67. H 0.33
68. H 0.66
69. H 0.46
70. H 0.21
71. H 0.72
72. H 0.41
73. H 0.55
74. H 0.31
75. C -1.30
76. C -0.04
77. C -1.04
78. C 0.49
79. C -0.76
80. C -1.68
81. C -0.46
82. C 0.69
83. C 2.30
84. C -1.84
85. C -1.46
86. C -0.73
87. N 1.17
88. C -0.86
89. C 0.53
90. C -2.30
91. C -1.66
92. C -0.82
93. N 0.70
94. C 3.11
95. C -1.51
96. C -2.03
97. C -1.82
98. H 0.39
99. H 0.39

# 4
The following is a quantum chemistry calculation of one molecule with the formula CH3BrS, from the Open Molecules 2025 dataset.

The HOMO-LUMO gap is 10.19 eV. Its SMILES is SCBr. The energy above the lowest of the compared OMol25 structures with the same formula, charge and spin comes out at 42.6 kJ/mol. Its LUMO energy is 0.0216 Ha.

Geometry (Å):
1 C 0.1538 0.1999 -0.3223
2 S -0.9487 -0.8042 0.9192
3 Br 0.1522 -0.4279 -2.1600
4 H -0.3373 1.0807 -0.1636
5 H 1.2019 0.2429 -0.1254
6 H -0.2218 -0.2915 1.8520

In the Mulliken picture, each atom carries the following charge in e:
1. C -0.58
2. S -0.15
3. Br -0.11
4. H 0.39
5. H 0.33
6. H 0.12

# 5
The following is a quantum chemistry calculation of C15H11N12O2Rh as an isolated structure, from the Open Molecules 2025 dataset.

The HOMO-LUMO gap is 6.59 eV. Its LUMO energy is -0.0679 Ha.

Geometry (Å):
1 Rh -0.0640 -0.8666 0.1379
2 O -1.1496 4.3159 -1.0656
3 C -0.0199 4.3646 -0.3372
4 C 0.5386 5.6220 -0.1115
5 C 1.7114 5.7417 0.6046
6 C 2.3610 4.6173 1.1114
7 C 1.8087 3.3732 0.9041
8 C 0.6135 3.2274 0.1921
9 C 0.0617 1.8860 0.0110
10 O 0.5463 0.9345 0.7474
11 N -0.9576 1.7001 -0.8158
12 N -1.3156 0.3928 -0.7236
13 C -2.4505 -0.0891 -1.0902
14 C -2.6765 -1.4706 -0.6498
15 C -3.6595 -2.3005 -1.0440
16 C -3.6201 -3.6672 -0.5524
17 C -2.7311 -4.0689 0.3619
18 C -1.7898 -3.0898 0.9898
19 N -1.6984 -1.8527 0.2557
20 H -1.3734 3.3796 -1.2311
21 H 0.0351 6.4862 -0.5223
22 H 2.1348 6.7255 0.7634
23 H 3.2911 4.7173 1.6529
24 H 2.2938 2.4809 1.2740
25 H -3.1758 0.5198 -1.6148
26 H -4.4107 -1.9808 -1.7497
27 H -4.3255 -4.3834 -0.9517
28 H -2.6989 -5.0861 0.7277
29 H -2.0340 -2.9183 2.0459
30 N 2.8473 -2.8650 0.2788
31 C 2.8992 -1.6145 -0.3459
32 N 4.0153 -1.1191 -0.8176
33 N 3.6480 0.0583 -1.3730
34 N 2.3913 0.2558 -1.2393
35 N 1.8576 -0.8100 -0.5990
36 C 1.6817 -3.4122 0.6766
37 N 1.4154 -4.7085 0.9446
38 N 0.1143 -4.7779 1.1387
39 N -0.3687 -3.5883 1.0188
40 N 0.5858 -2.6844 0.7765
41 H 3.6679 -3.4452 0.2206

In the Mulliken picture, each atom carries the following charge in e:
1. Rh 1.04
2. O -0.66
3. C 0.33
4. C -0.69
5. C -0.27
6. C -0.82
7. C -0.52
8. C 0.47
9. C 1.22
10. O -0.89
11. N -1.18
12. N 0.40
13. C -0.29
14. C 0.24
15. C -0.53
16. C -0.13
17. C -0.95
18. C 0.61
19. N -0.55
20. H 0.58
21. H 0.43
22. H 0.37
23. H 0.40
24. H 0.41
25. H 0.46
26. H 0.41
27. H 0.42
28. H 0.36
29. H 0.18
30. N -0.11
31. C 0.43
32. N -0.46
33. N -0.59
34. N -0.43
35. N 0.33
36. C 0.41
37. N -0.52
38. N -0.57
39. N 0.84
40. N -0.43
41. H 0.25

Please write out number 5 again, unchanged.
The following is a quantum chemistry calculation of C15H11N12O2Rh as an isolated structure, from the Open Molecules 2025 dataset.

The HOMO-LUMO gap is 6.59 eV. Its LUMO energy is -0.0679 Ha.

Geometry (Å):
1 Rh -0.0640 -0.8666 0.1379
2 O -1.1496 4.3159 -1.0656
3 C -0.0199 4.3646 -0.3372
4 C 0.5386 5.6220 -0.1115
5 C 1.7114 5.7417 0.6046
6 C 2.3610 4.6173 1.1114
7 C 1.8087 3.3732 0.9041
8 C 0.6135 3.2274 0.1921
9 C 0.0617 1.8860 0.0110
10 O 0.5463 0.9345 0.7474
11 N -0.9576 1.7001 -0.8158
12 N -1.3156 0.3928 -0.7236
13 C -2.4505 -0.0891 -1.0902
14 C -2.6765 -1.4706 -0.6498
15 C -3.6595 -2.3005 -1.0440
16 C -3.6201 -3.6672 -0.5524
17 C -2.7311 -4.0689 0.3619
18 C -1.7898 -3.0898 0.9898
19 N -1.6984 -1.8527 0.2557
20 H -1.3734 3.3796 -1.2311
21 H 0.0351 6.4862 -0.5223
22 H 2.1348 6.7255 0.7634
23 H 3.2911 4.7173 1.6529
24 H 2.2938 2.4809 1.2740
25 H -3.1758 0.5198 -1.6148
26 H -4.4107 -1.9808 -1.7497
27 H -4.3255 -4.3834 -0.9517
28 H -2.6989 -5.0861 0.7277
29 H -2.0340 -2.9183 2.0459
30 N 2.8473 -2.8650 0.2788
31 C 2.8992 -1.6145 -0.3459
32 N 4.0153 -1.1191 -0.8176
33 N 3.6480 0.0583 -1.3730
34 N 2.3913 0.2558 -1.2393
35 N 1.8576 -0.8100 -0.5990
36 C 1.6817 -3.4122 0.6766
37 N 1.4154 -4.7085 0.9446
38 N 0.1143 -4.7779 1.1387
39 N -0.3687 -3.5883 1.0188
40 N 0.5858 -2.6844 0.7765
41 H 3.6679 -3.4452 0.2206

In the Mulliken picture, each atom carries the following charge in e:
1. Rh 1.04
2. O -0.66
3. C 0.33
4. C -0.69
5. C -0.27
6. C -0.82
7. C -0.52
8. C 0.47
9. C 1.22
10. O -0.89
11. N -1.18
12. N 0.40
13. C -0.29
14. C 0.24
15. C -0.53
16. C -0.13
17. C -0.95
18. C 0.61
19. N -0.55
20. H 0.58
21. H 0.43
22. H 0.37
23. H 0.40
24. H 0.41
25. H 0.46
26. H 0.41
27. H 0.42
28. H 0.36
29. H 0.18
30. N -0.11
31. C 0.43
32. N -0.46
33. N -0.59
34. N -0.43
35. N 0.33
36. C 0.41
37. N -0.52
38. N -0.57
39. N 0.84
40. N -0.43
41. H 0.25

Question: Number 3 is which compound?
Answer: C45H73BFeN4P2